(1)
Computed, not measured: 2 unconnected molecules or ions with the total composition C4H12ClNSi, with ωB97M-V/def2-TZVPD.

Largest force on an atom ... 1.291 eV Å⁻¹
Total charge ... 0
ΔE to the lowest compared entry with this formula, charge and spin ... 71.9 kcal/mol
Gap between HOMO and LUMO ... 6.7 eV
Lowest unoccupied orbital energy ... -0.89 eV

Each line ends with the Mulliken charge.
Cartesian coordinates (Å):
C 0.90647 1.38489 -1.49535  -0.823
C 2.12612 -0.28793 -0.29118  -0.872
C -1.96354 1.19703 0.30925  -1.019
C -0.61934 -1.44862 1.57145  -0.585
N 0.89014 0.46440 -0.37385  0.233
Si -0.44488 0.11255 0.61585  0.459
Cl -2.02907 -3.56950 -0.14028  -0.713
H 1.82596 1.97522 -1.46976  0.306
H 0.88009 0.83151 -2.43877  0.324
H 0.06003 2.06260 -1.46714  0.234
H 2.06299 -1.05676 0.47461  0.252
H 2.33319 -0.77043 -1.24881  0.321
H 2.95920 0.38427 -0.05290  0.318
H -1.84547 1.92100 -0.48997  0.314
H -2.78160 0.53108 0.03762  0.341
H -2.26663 1.73454 1.20454  0.354
H -1.14344 -2.25515 0.91373  -0.127
H 0.31313 -1.89590 1.90206  0.341
H -1.26333 -1.31480 2.43891  0.342


(2)
Computed, not measured: a single C4H6OS molecule, with ωB97M-V/def2-TZVPD.

Largest force on an atom ... 4.200 eV Å⁻¹
Total charge ... 0
ΔE to the lowest compared entry with this formula, charge and spin ... 83.3 kcal/mol
Gap between HOMO and LUMO ... 10.2 eV
Lowest unoccupied orbital energy ... 0.85 eV

Each line ends with the Mulliken charge.
Cartesian coordinates (Å):
C -0.31112 -0.65268 -2.16257  -0.479
C -0.35420 0.50221 2.29984  -0.430
C -0.27969 0.39537 -1.39892  -0.329
C 0.13945 -0.20060 1.31946  -0.294
O 2.14214 -0.35000 -0.43551  -0.577
S 1.14607 0.65870 -0.13956  0.403
H -1.07706 -0.57999 -2.99965  0.225
H 0.49080 -1.36601 -2.15584  0.328
H -0.75121 0.11912 3.18944  0.304
H -0.19766 1.67962 2.47281  0.159
H -1.07149 1.08093 -1.26212  0.363
H 0.12399 -1.28667 1.27262  0.327


(3)
Computed, not measured: 8 unconnected molecules or ions with the total composition C27H54FN7O10, with ωB97M-V/def2-TZVPD.

Largest force on an atom ... 5.859 eV Å⁻¹
SMILES ... O=C1C=C(CCF)C(=O)O1.CNC(C)=O.CNC(C)=O.CNC(C)=O.CNC(C)=O.CNC(C)=O.CNC(C)=O.CNC(C)=O
Total charge ... 0
Gap between HOMO and LUMO ... 9.2 eV
Lowest unoccupied orbital energy ... 0.10 eV

Each line ends with the Mulliken charge.
Cartesian coordinates (Å):
O -1.82198 4.34756 -0.37105  -0.428
C -1.18366 3.45709 -0.73498  0.036
C -1.71064 2.07006 -1.01621  -0.434
C -0.67891 1.27726 -0.83069  0.840
C -0.80996 -0.21989 -0.97507  -0.102
C -0.27369 -0.95581 0.26375  -0.863
F -0.13375 -0.09334 1.32498  -0.234
C 0.50889 2.14329 -0.46405  0.295
O 1.45803 1.90101 0.10029  -0.352
O 0.16569 3.41860 -0.93052  -0.346
H -2.72294 1.81733 -1.26183  0.561
H -1.87103 -0.44093 -1.04096  0.443
H -0.36114 -0.58313 -1.89813  -0.210
H -0.99445 -1.70491 0.58082  0.307
H 0.68210 -1.43826 0.07199  0.473
C -0.20730 -0.42771 -4.90641  -1.360
C -0.93840 -1.72879 -4.66857  0.941
O -0.79758 -2.37379 -3.63891  -0.663
N -1.77070 -2.16879 -5.64545  -0.047
C -2.06743 -1.54621 -6.92071  -0.916
H 0.41643 -0.20998 -4.04402  0.180
H 0.43372 -0.50611 -5.78512  0.472
H -0.91706 0.39073 -5.03841  0.348
H -2.22647 -3.04711 -5.42502  0.143
H -3.13917 -1.34616 -6.98152  0.266
H -1.79708 -2.23195 -7.72542  0.308
H -1.52423 -0.61565 -7.04860  0.364
C -2.84179 7.25893 4.49774  -1.050
C -3.84401 7.70352 3.45948  0.726
O -4.66909 8.57574 3.68639  -0.666
N -3.80083 7.09490 2.24527  -0.094
C -2.90076 6.04667 1.79278  -0.756
H -3.00119 7.83229 5.40627  0.295
H -2.97213 6.20022 4.72668  0.234
H -1.82443 7.43716 4.14738  0.324
H -4.49534 7.43836 1.60066  0.220
H -2.34787 6.40085 0.92543  0.265
H -3.48866 5.17642 1.49867  0.250
H -2.19940 5.75931 2.57005  0.280
C 3.23263 -0.24719 -0.05334  -0.853
C 4.00378 -1.50107 -0.37735  0.655
O 3.63623 -2.28689 -1.23740  -0.696
N 5.14436 -1.74402 0.32619  -0.032
C 5.74348 -0.94233 1.37643  -0.883
H 2.36100 -0.19758 -0.69129  -0.157
H 2.90127 -0.26022 0.98544  0.324
H 3.84552 0.63576 -0.23542  0.589
H 5.60329 -2.59890 0.05583  0.141
H 6.75127 -0.64964 1.07545  0.280
H 5.81398 -1.53871 2.28831  0.301
H 5.15981 -0.05043 1.57862  0.327
C -2.14899 2.32436 2.69928  -0.343
C -2.91914 1.03786 2.55599  0.626
O -2.68832 0.23854 1.66082  -0.587
N -3.89323 0.78647 3.47145  -0.199
C -4.30055 1.60982 4.59567  -0.859
H -1.41069 2.38621 1.90490  -0.257
H -2.82068 3.17971 2.61738  0.370
H -1.62725 2.35064 3.65689  0.118
H -4.37052 -0.08852 3.32093  0.273
H -4.17283 1.04440 5.52042  0.284
H -5.35575 1.86798 4.48825  0.298
H -3.71494 2.52143 4.65423  0.260
C -6.07874 -4.98577 -5.71571  -1.335
C -4.84443 -4.50977 -4.99000  0.888
O -3.74760 -5.01804 -5.16986  -0.659
N -4.98298 -3.48080 -4.11196  -0.100
C -6.18753 -2.75111 -3.76297  -0.881
H -5.80431 -5.80485 -6.37386  0.308
H -6.82430 -5.34499 -5.00522  0.366
H -6.50070 -4.18068 -6.31894  0.347
H -4.11782 -3.21731 -3.66219  0.173
H -6.04687 -1.69373 -3.99465  0.290
H -6.36997 -2.85123 -2.69175  0.295
H -7.05018 -3.12185 -4.30627  0.334
C 9.56803 -5.61655 -2.80685  -1.192
C 9.05029 -5.79716 -1.40045  0.725
O 9.60950 -6.51911 -0.59137  -0.643
N 7.92166 -5.11990 -1.05376  -0.129
C 7.12201 -4.22170 -1.86900  -0.727
H 10.46552 -6.21557 -2.92897  0.291
H 8.82514 -5.95009 -3.53268  0.338
H 9.81970 -4.57088 -2.98956  0.339
H 7.63258 -5.28706 -0.10277  0.205
H 7.09531 -3.24082 -1.39043  0.175
H 6.10464 -4.61125 -1.93044  0.292
H 7.52787 -4.11919 -2.86931  0.320
C 1.50203 2.71731 6.92526  -1.491
C 0.61768 2.34687 5.76063  0.972
O -0.23515 3.10891 5.32630  -0.640
N 0.79709 1.12391 5.19566  -0.025
C 1.74732 0.09263 5.56640  -0.879
H 1.23887 3.71576 7.26180  0.300
H 1.35506 2.02113 7.75203  0.364
H 2.55014 2.71688 6.62323  0.375
H 0.17636 0.94072 4.42126  0.070
H 2.39247 -0.12342 4.71289  0.222
H 1.20526 -0.81655 5.83159  0.302
H 2.36052 0.39881 6.40726  0.385


(4)
Computed, not measured: 7 unconnected molecules or ions with the total composition C4H20N2O8, with ωB97M-V/def2-TZVPD.

Largest force on an atom ... 10.290 eV Å⁻¹
SMILES ... CCC(=O)NC(N)=O.O.O.O.O.O.O
Total charge ... 0
ΔE to the lowest compared entry with this formula, charge and spin ... 26.9 kcal/mol
Gap between HOMO and LUMO ... 10.0 eV
Lowest unoccupied orbital energy ... 0.21 eV

Each line ends with the Mulliken charge.
Cartesian coordinates (Å):
O -0.81015 0.65257 2.97649  -0.562
C -0.83956 0.20031 1.88120  0.349
N 0.35737 -0.10982 1.13834  0.344
C 1.71607 0.06946 1.56260  0.248
N 2.68446 -0.68727 0.85053  -0.432
O 2.01020 0.80890 2.41580  -0.530
C -2.19529 -0.34697 1.35565  -0.162
C -2.03867 -1.12176 0.10324  -0.678
H 0.18176 -0.28923 0.15612  0.043
H 2.38749 -0.98497 -0.16410  0.218
H 3.65913 -0.22052 0.88442  0.291
H -2.68300 -0.91177 2.23733  0.300
H -2.88870 0.52513 1.15740  0.208
H -2.81861 -1.82083 -0.22061  0.400
H -1.82972 -0.44875 -0.74750  0.160
H -1.22391 -1.87734 -0.03318  -0.004
H -0.01133 -1.18172 -2.17228  0.299
H 0.58787 -2.31541 -1.38561  0.321
O 0.88782 -1.56805 -1.92275  -0.697
H -1.91103 3.13077 -0.34553  0.289
H -0.46263 2.69323 -0.38335  0.439
O -1.31969 2.89879 -1.00094  -0.771
H 1.15366 -2.97885 1.17505  0.316
H -0.02104 -3.65915 0.68343  0.306
O 0.75559 -3.16411 0.29138  -0.626
H -1.26405 1.37988 -1.80147  0.351
H -0.90430 0.72451 -3.16423  0.248
O -0.84772 0.54417 -2.20617  -0.717
H 1.02680 0.95975 -1.78830  0.363
H 2.00877 -0.02341 -2.12868  0.321
O 1.85037 0.83548 -1.67231  -0.626
H 0.73745 2.37851 1.38843  0.323
H 1.47840 2.99280 0.28578  0.341
O 0.58623 2.91565 0.59382  -0.673